1.
Here is C15H19BiClSi as an isolated structure at a distorted geometry from the OMol25 dataset. Energies are from ωB97M-V/def2-TZVPD.

Values from the calculation:
LUMO (alpha / beta)   2.8 / 2.6 eV
Relative energy (zero: lowest compared OMol25 entry of this formula, charge and spin)   0.000 eV
E_HOMO (alpha / beta)   -3.20 / -2.68 eV
Calculated total energy   -1547.1369 Eh
Net charge   -1
Max |F|   2.94 eV/A
Gap between HOMO and LUMO (alpha / beta)   6.0 / 5.2 eV

Last column: natural (NBO) charge in e.
Positions of all 37 atoms, in Å:
C 1.130 0.872 1.176  -0.449
C 1.097 2.241 0.735  -0.314
C 1.796 2.310 -0.494  -0.289
H 0.717 3.045 1.376  0.213
C 2.250 1.024 -0.854  -0.305
C 1.785 0.098 0.136  -0.374
H 2.090 -0.934 0.274  0.223
H 0.939 0.511 2.181  0.234
H 1.943 3.239 -1.067  0.208
H 2.954 0.779 -1.667  0.205
Bi -0.880 0.237 -0.205  1.067
Cl -3.095 -2.027 0.831  -0.059
C -2.474 1.500 -1.845  -0.474
C -1.432 1.691 -2.843  -0.322
C -0.722 2.871 -2.508  -0.310
H -1.292 1.070 -3.735  0.204
C -1.291 3.438 -1.331  -0.313
C -2.363 2.611 -0.894  -0.355
H -3.076 2.826 -0.088  0.211
H -3.302 0.787 -1.903  0.222
H 0.133 3.275 -3.060  0.200
H -0.948 4.349 -0.830  0.200
C 0.953 -5.314 0.670  -1.109
Si 0.591 -3.985 1.941  1.599
C -0.498 -4.576 3.363  -1.105
C 2.287 -3.378 2.469  -1.109
C -0.381 -2.624 1.160  -0.566
C -1.385 -1.869 0.832  -0.435
H 1.264 -6.267 1.116  0.223
H 1.776 -4.974 0.018  0.235
H 0.083 -5.490 0.026  0.240
H -0.239 -5.597 3.682  0.221
H -0.402 -3.905 4.228  0.235
H -1.556 -4.546 3.054  0.247
H 2.883 -3.129 1.578  0.238
H 2.224 -2.461 3.063  0.240
H 2.835 -4.128 3.042  0.222

Atoms 1-6, force components in eV/Å:
C 0.4 0.1 -0.7
C 0.8 -0.6 0.3
C -0.2 0.5 0.4
H 0.0 -0.2 -0.7
C 0.1 -0.7 0.7
C 1.0 1.1 0.4

***

2.
Here is a 2-piece molecular cluster, C8H11N4S overall at a distorted geometry from the OMol25 dataset. Energies are from ωB97M-V/def2-TZVPD.

Values from the calculation:
LUMO (alpha / beta)   -4.5 / -4.5 eV
Relative energy (zero: lowest compared OMol25 entry of this formula, charge and spin)   4.587 eV
E_HOMO (alpha / beta)   -11.69 / -11.82 eV
Calculated total energy   -928.2225 Eh
Net charge   +1
Max |F|   3.69 eV/A
Gap between HOMO and LUMO (alpha / beta)   7.2 / 7.3 eV

Last column: natural (NBO) charge in e.
Positions of all 24 atoms, in Å:
C -0.704 -2.866 -3.288  -0.048
C -0.679 -1.857 -2.439  -0.091
C -0.967 -3.751 -1.346  0.212
C 1.737 0.570 -0.294  0.045
C -0.967 -1.658 -0.069  0.137
C 1.878 1.154 1.042  -0.300
C -0.663 1.154 1.025  -0.339
C -0.561 0.741 -0.395  0.013
N -0.915 -4.042 -2.587  -0.373
N 0.638 0.578 -0.987  -0.400
N -0.890 -2.346 -1.147  -0.480
N 0.599 1.001 1.852  -0.572
S -1.002 -1.988 1.488  0.029
H -0.410 -2.883 -4.372  0.244
H -0.731 -0.926 -2.949  0.256
H -1.028 -4.408 -0.497  0.225
H 2.660 0.254 -0.768  0.221
H 2.677 0.718 1.695  0.249
H 2.141 2.226 1.103  0.249
H -0.945 2.239 0.934  0.252
H -1.673 0.789 1.558  0.288
H -1.378 1.100 -1.026  0.238
H 0.571 -0.143 2.035  0.477
H 0.562 1.659 2.714  0.468

Atoms 1-6, force components in eV/Å:
C 0.8 -1.5 -1.2
C -0.5 1.1 -1.7
C -0.2 -0.3 -0.1
C -0.2 0.4 -1.1
C 0.3 2.4 1.8
C 0.5 0.8 2.7

***

3.
Here is a 4-piece molecular cluster, C3H13NO3 overall at a distorted geometry from the OMol25 dataset. Energies are from ωB97M-V/def2-TZVPD.

Values from the calculation:
LUMO   0.6 eV
Relative energy (zero: lowest compared OMol25 entry of this formula, charge and spin)   0.975 eV
E_HOMO   -7.97 eV
Calculated total energy   -402.5446 Eh
Max |F|   1.07 eV/A
SMILES   C/C=C/N.O.O.O
Gap between HOMO and LUMO   8.5 eV

Last column: natural (NBO) charge in e.
Positions of all 20 atoms, in Å:
C -0.130 1.573 2.786  -0.629
C -0.888 0.954 1.630  -0.317
C -1.775 1.652 0.925  0.013
N -2.319 1.235 -0.281  -0.828
H -0.819 2.030 3.490  0.209
H 0.467 0.847 3.324  0.210
H 0.578 2.341 2.458  0.205
H -0.478 0.017 1.268  0.183
H -2.178 2.584 1.310  0.188
H -2.854 1.819 -0.892  0.396
H -1.866 0.416 -0.636  0.370
O 0.211 -0.472 -2.038  -0.966
H 1.146 -0.256 -1.877  0.490
H -0.215 0.266 -1.575  0.464
O 0.868 -3.408 -0.842  -0.950
H 0.493 -3.334 -1.725  0.475
H 0.613 -2.585 -0.405  0.476
O 2.999 -0.580 -1.270  -0.955
H 3.344 -0.968 -0.456  0.485
H 2.814 -1.330 -1.849  0.481

Atoms 1-6, force components in eV/Å:
C -0.2 0.0 -0.1
C 0.9 0.6 0.2
C -0.4 -0.1 -0.2
N 0.3 -0.4 0.6
H 0.0 0.1 0.2
H -0.1 -0.3 0.1